No. 1
13
Properties=species:S:1:pos:R:3 method="wB97M-V/def2-TZVPD" orbital_gap_ev="6.34 / 9.01" s_squared=2.030 multiplicity=3 e_tot_ev=-9267.2381 relative_energy_ev=0.930 homo_energy_ev="-5.6 / -9.5"
C 1.558 -0.340 0.058
C 0.802 0.661 -0.484
C 0.793 -0.840 1.227
C -0.311 0.968 0.414
N -1.977 -0.256 -1.591
N -2.036 0.778 -0.985
O -0.392 -0.057 1.276
H 2.285 -1.017 -0.359
H 1.029 1.300 -1.397
H 0.545 -1.927 1.083
H 1.353 -0.773 2.224
H -0.846 1.957 0.782
H -2.802 -0.455 -2.249


No. 2
93
Properties=species:S:1:pos:R:3 method="wB97M-V/def2-TZVPD" orbital_gap_ev=6.78 multiplicity=1 e_tot_ev=-129069.8016 relative_energy_ev=1.014 homo_energy_ev=-6.8
Cs 0.218 -1.318 -1.493
C 2.197 -0.557 -5.280
C 1.490 0.507 -4.502
C 2.189 1.343 -3.639
C 1.551 2.372 -2.959
C 2.321 3.304 -2.070
C 0.188 2.555 -3.148
C -0.540 1.712 -3.976
C -2.011 1.934 -4.168
C 0.122 0.695 -4.651
H 2.479 -0.178 -6.263
H 1.557 -1.425 -5.422
H 3.103 -0.876 -4.772
H 3.255 1.205 -3.511
H 1.715 3.628 -1.223
H 2.614 4.191 -2.635
H 3.227 2.827 -1.700
H -0.312 3.381 -2.657
H -2.458 2.346 -3.263
H -2.517 1.004 -4.423
H -2.169 2.642 -4.984
H -0.435 0.051 -5.320
S 1.464 -3.674 -3.132
C 2.732 -3.464 -2.081
N 2.692 -2.794 -0.957
C 3.890 -2.787 -0.308
C 4.142 -2.145 0.901
C 5.416 -2.182 1.431
C 6.443 -2.867 0.790
C 6.208 -3.534 -0.402
C 4.938 -3.487 -0.946
S 4.343 -4.182 -2.430
H 3.338 -1.623 1.401
H 5.607 -1.661 2.358
H 7.433 -2.874 1.220
H 6.998 -4.072 -0.902
N -0.683 -0.521 2.292
P -1.915 -1.341 1.384
C -3.123 -1.527 2.760
C -4.352 -2.102 2.452
C -5.351 -2.168 3.404
C -5.130 -1.669 4.678
C -3.895 -1.132 5.001
C -2.894 -1.062 4.048
C -2.801 0.107 0.675
C -3.142 1.215 1.444
C -3.877 2.243 0.885
C -4.300 2.165 -0.434
C -3.999 1.048 -1.193
C -3.247 0.027 -0.639
P 0.431 0.328 1.289
C -0.193 2.037 1.560
C -0.574 2.791 0.459
C -0.986 4.104 0.616
C -1.024 4.670 1.879
C -0.663 3.915 2.985
C -0.242 2.608 2.828
C 1.880 0.472 2.401
C 2.101 -0.224 3.584
C 3.294 -0.063 4.273
C 4.275 0.782 3.787
C 4.061 1.485 2.611
C 2.873 1.328 1.925
H -0.154 -1.292 2.707
H -4.520 -2.487 1.454
H -6.309 -2.597 3.154
H -5.916 -1.707 5.417
H -3.718 -0.752 5.997
H -1.937 -0.635 4.308
H -2.822 1.264 2.476
H -4.145 3.104 1.481
H -4.874 2.971 -0.868
H -4.372 0.967 -2.203
H -3.010 -0.851 -1.224
H -0.545 2.336 -0.523
H -1.273 4.693 -0.244
H -1.336 5.697 2.004
H -0.699 4.358 3.970
H 0.061 2.028 3.689
H 1.351 -0.890 3.991
H 3.463 -0.605 5.192
H 5.204 0.896 4.326
H 4.825 2.150 2.238
H 2.694 1.873 1.005
O 0.413 -2.923 0.635
H 0.158 -3.790 0.299
H 1.291 -2.782 0.216
Cl -4.180 -5.132 -2.657
C -4.266 -3.646 -3.639
Cl -5.692 -2.676 -3.157
Cl -4.345 -4.042 -5.374
C -3.099 -2.850 -3.376
N -2.201 -2.191 -3.130


No. 3
43
Properties=species:S:1:pos:R:3 method="wB97M-V/def2-TZVPD" orbital_gap_ev=9.20 multiplicity=1 charge=+1 e_tot_ev=-23525.6344 relative_energy_ev=4.141 homo_energy_ev=-12.1
C 0.731 1.293 -0.588
C -0.347 0.903 0.381
C -0.176 1.533 1.786
C 0.559 2.638 1.712
C -0.664 0.893 2.932
C 0.085 -0.440 3.297
C -0.621 -1.477 3.785
N 1.306 0.010 -1.315
H 0.236 1.994 -1.302
H 1.612 1.803 -0.197
H -1.358 1.313 0.209
H -0.377 -0.168 0.535
H 1.072 3.127 0.900
H 0.687 3.351 2.612
H -0.544 1.541 3.897
H -1.706 0.448 3.028
H 1.151 -0.314 3.111
H -0.114 -2.309 4.083
H -1.639 -1.492 3.991
H 0.385 -0.558 -1.483
H 1.691 0.225 -2.219
H 1.953 -0.469 -0.744
H -1.672 0.678 -4.654
H -1.498 0.967 -3.024
O -1.452 0.371 -3.713
H 1.518 -3.013 -3.333
H 1.059 -1.859 -4.280
O 1.208 -2.037 -3.292
H -3.119 1.559 1.232
H -3.889 0.480 1.005
O -3.987 1.413 0.895
H 3.373 -2.176 1.586
H 3.423 -1.707 3.041
O 2.825 -1.661 2.257
H 0.537 -3.580 -0.046
H 0.086 -4.940 0.314
O 0.753 -4.387 0.195
H -3.415 0.689 -2.060
H -2.972 -0.756 -2.167
O -2.914 -0.024 -1.502
H 2.599 2.480 -3.166
H 1.661 1.806 -4.289
O 1.951 1.850 -3.410


No. 4
8
Properties=species:S:1:pos:R:3 method="wB97M-V/def2-TZVPD" orbital_gap_ev="6.39 / 6.70" multiplicity=1 e_tot_ev=-26288.4917 relative_energy_ev=4.477 homo_energy_ev="-8.5 / -8.6"
C -0.308 0.048 0.030
N -2.507 -1.613 -0.386
O -3.434 1.002 -0.156
S -1.873 -0.507 -1.016
S -4.329 0.190 0.669
H -0.278 -0.600 0.899
H -0.028 1.103 0.365
H 0.469 -0.248 -0.637


No. 5
19
Properties=species:S:1:pos:R:3 method="wB97M-V/def2-TZVPD" orbital_gap_ev=11.46 multiplicity=1 charge=+1 e_tot_ev=-8803.5788 relative_energy_ev=4.155 homo_energy_ev=-14.4
C 2.530 2.272 -3.002
C -1.254 -0.257 0.778
C 0.671 2.005 1.530
C 0.209 -0.041 0.480
N 1.808 1.573 -2.500
N 0.653 1.358 0.459
N 0.461 -0.361 -1.027
H 3.210 3.033 -3.346
H 1.683 -1.764 4.294
H -1.400 0.389 1.689
H -1.625 -1.340 0.948
H -1.736 0.192 0.002
H 1.147 2.915 1.470
H 2.083 -1.992 4.923
H 0.226 1.676 2.467
H 0.722 -0.837 1.022
H 0.953 -1.216 -1.085
H -0.393 -0.356 -1.693
H 0.964 0.455 -1.323


No. 6
64
Properties=species:S:1:pos:R:3 method="wB97M-V/def2-TZVPD" orbital_gap_ev="4.69 / 4.69" multiplicity=1 charge=+3 e_tot_ev=-137479.1040 homo_energy_ev="-16.4 / -16.4"
V 1.053 -0.071 0.416
Se -2.917 -0.160 7.175
N -2.289 1.109 6.152
C -1.671 0.583 5.111
C -1.027 1.324 4.072
C -0.914 2.716 4.135
C -0.285 3.367 3.100
C 0.193 2.606 2.032
N 0.133 1.287 1.969
C -0.455 0.620 2.981
C -0.417 -0.820 2.982
N 0.245 -1.447 1.990
C 0.399 -2.757 2.072
C -0.104 -3.549 3.106
C -0.830 -2.943 4.103
C -0.987 -1.554 4.054
C -1.664 -0.843 5.094
N -2.279 -1.398 6.121
H -1.314 3.231 4.996
H -0.158 4.439 3.098
H 0.643 3.126 1.197
H 0.957 -3.243 1.288
H 0.080 -4.612 3.106
H -1.260 -3.489 4.929
N -3.776 0.159 -8.440
C -3.382 0.125 -7.369
C -2.845 0.078 -6.057
C -3.583 0.531 -4.961
C -3.017 0.508 -3.698
C -1.734 -0.005 -3.507
C -1.023 -0.496 -4.612
C -1.559 -0.434 -5.880
C -0.996 -0.011 -2.226
C -0.477 1.199 -1.734
C -0.556 2.468 -2.344
C 0.441 3.263 -1.776
C 1.085 2.472 -0.837
N 0.523 1.240 -0.766
C -0.513 -1.238 -1.744
C -0.753 -2.511 -2.302
C 0.195 -3.381 -1.764
C 0.965 -2.628 -0.892
N 0.521 -1.349 -0.816
H -4.588 0.902 -5.106
H -3.590 0.866 -2.858
H -0.019 -0.866 -4.477
H -0.984 -0.775 -6.728
H -1.232 2.736 -3.133
H 0.684 4.277 -2.032
H 1.972 2.720 -0.270
H -1.512 -2.741 -3.023
H 0.321 -4.422 -1.986
H 1.861 -2.956 -0.384
N 4.652 0.351 2.279
C 3.683 0.297 1.396
O 2.495 0.045 1.715
C 3.963 0.549 -0.061
C 2.845 -0.130 -0.821
H 4.476 0.215 3.268
H 5.610 0.522 2.003
H 4.942 0.157 -0.357
H 3.991 1.631 -0.243
H 3.085 -1.191 -0.923
H 2.702 0.301 -1.812